[1]
A structure of composition C44H42CdCl2F2N7OSe, computed with ωB97M-V with the def2-TZVPD basis set.

HOMO ... -2.68 eV
Net charge ... -1

Structure (XYZ):
```
100
C44H42CdCl2F2N7OSe, DFT ωB97M-V with the def2-TZVPD basis set
H 3.3289 4.1007 -0.1848
C 0.6538 0.5549 5.0613
H 5.3957 1.1032 1.5666
C 1.0404 0.0410 -4.0104
C -2.2038 -0.4190 -4.5247
H -4.1031 -2.3781 -4.7481
H -4.9854 -2.3680 0.8286
Cd -0.5653 -0.2242 0.3153
H -2.2789 -0.2459 2.4382
C -4.4661 2.2559 -0.2058
H 0.8679 -4.4030 0.9681
H 1.3556 -0.7765 -2.0212
H 3.6503 -1.0118 -3.3447
C -2.7618 -1.3089 -3.4414
H 1.4026 -1.6043 2.6034
C -2.8060 -1.9369 -1.0449
H -0.7985 2.0675 2.4485
H 1.7475 -1.2778 5.0320
C -0.0404 1.5123 4.3559
N -3.2607 6.3495 0.3095
C 1.1023 0.0981 -2.6040
H 2.9293 -1.9991 -1.2710
C -3.7203 -2.2775 -3.7365
C -3.4194 1.3353 -0.2507
C 0.9681 -0.7302 3.0811
H 0.4967 2.0096 -6.7944
H -1.1890 -0.7206 -4.7929
H -4.0163 -3.7148 -0.7058
C -5.1531 -4.2186 -3.0311
C -1.8384 2.9924 -0.0461
H -0.4278 2.3874 4.8672
H -2.1459 0.6198 -4.1957
C -2.4178 5.3693 0.1866
H -0.9253 -2.5187 2.2810
H -4.9292 4.3501 -0.0184
C 3.4980 -1.3017 -0.6663
H 3.0506 0.4171 2.0459
H 1.6943 5.9978 0.0757
H -4.0083 -0.3339 2.0679
H -3.6035 0.2703 -0.3555
H 0.9026 1.0206 -2.0811
H -1.7007 -3.9064 1.4822
H -5.2085 -4.4166 -4.1025
C 1.2546 -1.1688 -4.7458
N -2.1457 1.6972 -0.1689
C 1.7613 2.6311 -0.2067
H -3.3408 -1.2382 3.4423
C 0.7516 1.1837 -4.8203
C -1.0091 5.7213 0.2126
H 1.3566 -2.1543 -6.6662
H -4.6539 -2.8518 2.4975
H -2.2204 -3.4082 3.1108
H -5.4879 1.9109 -0.2820
N 0.4695 2.3512 -0.1554
N -2.3781 -1.6067 0.2160
H -4.1552 -3.9026 1.1812
C 1.2018 -1.2207 -6.1341
O 6.5651 -1.8042 -2.3701
C 5.4961 -0.0797 -0.2316
C -0.2384 1.3083 2.9907
C 0.7073 1.1241 -6.2026
C 1.3720 4.9652 0.0193
F 0.8835 -0.1257 -8.2280
C -0.3995 3.3518 -0.0286
C -2.8234 3.9731 0.0273
C -4.1526 -3.1290 -2.7284
C 0.0070 4.6802 0.0728
C 1.2170 -4.3151 -0.0523
C 0.2397 0.1798 2.3111
C -1.8724 -3.0435 2.1357
N 4.5362 -1.5063 -3.3588
C -2.3159 -1.1711 -2.1393
N 2.8919 -0.8282 0.4207
H 2.2789 -4.1139 -0.0920
C 4.8817 0.4171 0.9046
Se -2.2899 7.8321 0.4699
H 6.5074 0.1996 -0.5050
H -4.8868 -5.1482 -2.5212
C -3.6894 -2.9822 -1.4244
N -0.7310 6.9818 0.3557
C -2.9109 -2.1124 1.4895
H -2.8211 -0.4675 -5.4248
C -4.1619 3.5867 -0.0599
F 0.8229 0.7144 6.3990
C 1.1848 -0.5592 4.4473
H 0.5611 2.1287 -4.3185
C 4.7805 -0.9315 -1.0534
H 4.8931 -1.8003 -4.2512
C -3.1418 -0.9068 2.4177
H 2.4272 1.7891 -0.3415
C -4.2578 -2.8587 1.4776
C 5.3937 -1.4574 -2.3139
C 3.5765 0.0309 1.1775
C 2.2628 3.9301 -0.1247
C 0.9353 -0.0752 -6.8500
H 1.4221 -2.0878 -4.1874
H -6.1535 -3.9354 -2.6910
H -1.5617 -0.4085 -1.9550
Cl 0.9170 -5.8566 -0.8748
Cl 0.3514 -2.9848 -0.8159
```

=====

[2]
An isolated molecule of C3H6N2S2, computed with ωB97M-V with the def2-TZVPD basis set.

HOMO ... -8.92 eV
Energy above the lowest of the compared OMol25 structures with the same formula, charge and spin ... 57.9 kJ/mol

Structure (XYZ):
```
13
C3H6N2S2, DFT ωB97M-V with the def2-TZVPD basis set
N -1.0612 0.7796 -2.2390
H -1.5667 -0.0867 -2.3148
C -0.0705 -0.1066 -0.1455
H -0.9389 1.2122 -3.1523
S 0.9012 0.2387 1.2778
S -0.6989 -1.5762 -0.4268
C 0.4783 -1.1651 2.2853
H -0.5924 -1.2630 2.4697
C -0.1317 0.9842 -1.2405
H 1.0084 -0.9863 3.2489
H 0.8675 -2.1684 1.9221
N 0.6353 1.9859 -1.2691
H 1.1695 2.1514 -0.4158
```

=====

[3]
A cluster of 3 separate species, C18H45Br2NO5P3 in total, computed with ωB97M-V with the def2-TZVPD basis set.

HOMO ... -4.45 eV
Net charge ... -1

Structure (XYZ):
```
74
C18H45Br2NO5P3, DFT ωB97M-V with the def2-TZVPD basis set
H -0.8126 -3.0599 -2.1056
H -0.2315 -2.5482 -8.2865
C 0.1040 1.7780 4.4823
O -3.6310 -0.2789 1.4998
H -0.0737 1.6634 3.4123
H -1.4778 1.6895 0.8935
H -0.3685 -5.0282 -5.3087
C 0.9090 -3.3019 -5.0644
H 1.9263 0.3116 6.6554
H 1.7885 -3.8773 -5.3743
H -3.9355 -1.5972 -0.4529
H -1.2388 -1.9975 2.0465
H 2.9331 2.1439 -1.2632
P -1.6580 1.2584 -0.4676
C 4.0760 0.4072 6.6666
H 4.9313 -0.0776 6.1893
H 0.2781 0.5488 1.3727
H 2.9937 3.5311 -0.1558
H 0.9645 -0.9691 0.8560
C 1.5187 2.2889 4.7233
Br 0.6343 1.2196 -2.7107
H -1.2126 5.0238 -1.3235
H 0.2718 -4.8215 -3.6950
C -1.4580 -3.6145 -4.1034
N -3.0543 4.1960 0.3872
H 1.6215 3.2831 4.2804
H -0.6471 2.4698 4.8663
H -0.3673 -0.7506 -1.0174
C 1.0391 2.6825 -0.4239
H 3.4058 -0.5987 4.1424
H -1.9456 0.9245 -1.8382
C 2.5863 1.3853 4.1072
C 2.7650 -0.1752 6.1496
C 2.4074 3.0392 -0.9290
H -0.7954 -3.8684 -7.2695
H -3.3660 3.5991 -2.8600
C 0.0168 -0.4840 1.1098
H 1.2697 -1.7383 -6.4844
H -2.6959 5.1357 0.5054
C 0.1299 1.9006 -0.9870
H 1.2417 -2.6571 -4.2473
H -1.9341 -3.1267 -4.9595
H 4.1462 1.4768 6.4624
C 0.0537 -3.2126 -7.4693
H 2.3295 3.7136 -1.7862
C 2.5962 -0.0503 4.6362
H 3.5713 1.8400 4.2518
P -3.8141 0.5162 0.0646
C -0.9047 -0.4539 -0.1152
H 0.8800 -3.8373 -7.8187
H -1.2109 -0.4833 2.9164
O -4.9740 1.4303 0.1042
H -2.1521 -4.3959 -3.7806
H -0.6297 -1.7725 -3.2973
C 0.4562 -2.4226 -6.2289
O -3.6675 3.1599 -2.0575
H -0.3770 -1.7903 -5.9116
H 1.6962 2.4138 5.7970
H -0.0622 0.8082 4.9554
C -0.1520 -4.2754 -4.5445
H -2.2200 -2.1589 -2.6738
Br 0.5765 3.6319 1.1780
H 2.7085 -1.2330 6.4221
H 4.1739 0.2715 7.7452
H 1.6705 -0.5506 4.3400
H -1.7071 -1.1841 0.0098
O -4.1255 -0.7744 -0.9118
C -0.5903 -1.1680 2.3378
C -1.2706 -2.5979 -2.9839
H 0.1864 -1.5639 2.9991
H 2.4251 1.3518 3.0248
O -1.4691 4.2219 -1.7915
H -4.4760 -0.2145 1.9652
P -2.5765 3.3944 -0.8575
```

=====

[4]
A structure of composition C19H28CoIO2, computed with ωB97M-V with the def2-TZVPD basis set.

Multiplicity ... 5
HOMO (spin up / spin down) ... -6.94 / -7.79 eV
Energy above the lowest of the compared OMol25 structures with the same formula, charge and spin ... 0.0 kJ/mol

Structure (XYZ):
```
51
C19H28CoIO2, DFT ωB97M-V with the def2-TZVPD basis set
C 1.3213 -1.7855 -0.2076
H -0.2320 -2.7858 -5.6051
H 0.4468 1.8424 -4.1540
H 0.3967 0.4361 -3.0151
H 1.8992 2.7968 -3.2608
C -0.8406 1.8497 0.1588
H -0.9894 1.0826 -1.9377
H 0.6225 -2.6062 -0.3745
H 1.4971 -2.5120 -5.2655
I 1.9151 3.6194 0.9612
H -2.2908 4.8555 -0.1493
H 3.3501 0.7524 -1.0632
O 1.4180 0.0866 -4.8379
H -1.2001 3.3556 1.7998
C -1.7638 3.1647 -1.5014
C 1.9069 5.5089 -1.8043
H 2.0345 6.8268 -3.4909
H 3.2248 0.3383 1.5958
C -0.7733 0.1297 -4.8825
Co 0.0674 3.4352 -0.7613
C -1.8306 3.8828 -0.2666
H -0.4905 -1.0788 -7.4472
C 2.4328 4.7629 -4.0635
C 0.4786 -2.1371 -5.0842
H 1.4273 -1.6620 2.0414
H -1.5162 -0.4523 -4.3228
C -1.2602 3.0813 0.7533
H 1.2502 6.2500 -1.3442
H 1.2810 -0.9832 -7.5101
H -1.2319 0.8652 -5.5590
H 2.0879 5.0706 -5.0504
H 3.5887 6.2503 -2.9528
H 0.3032 0.5099 -7.3569
C -1.1359 1.8985 -1.2329
H 0.5197 3.7260 -4.0039
C 2.7709 -0.0262 -0.5713
C 0.3892 -0.5442 -7.0563
O 1.0921 4.3065 -2.0959
C 1.7528 -1.2874 1.0689
C 1.9847 -1.0228 -1.2203
H -2.1867 3.5217 -2.4431
H 1.9428 -1.2041 -2.2980
H 2.6632 5.1721 -1.0840
C 2.6791 -0.2224 0.8403
H -0.3753 1.0221 0.6766
C 2.5571 5.9441 -3.1093
C 1.4520 3.7911 -3.4212
H 0.2900 -2.2045 -4.0069
C 0.3924 -0.6914 -5.5394
H 3.3827 4.2489 -4.2106
C 0.3664 0.7494 -4.0720
```

=====

[5]
A cluster of 2 separate species, C4H13NP in total, computed with ωB97M-V with the def2-TZVPD basis set.

HOMO (spin up / spin down) ... -11.51 / -12.83 eV
Net charge ... +1
Energy above the lowest of the compared OMol25 structures with the same formula, charge and spin ... 445.7 kJ/mol

Structure (XYZ):
```
19
C4H13NP, DFT ωB97M-V with the def2-TZVPD basis set
H 2.0192 -1.2767 -0.8428
H -2.4575 1.2546 -1.9599
H 4.3832 -0.0945 -0.6621
H 1.1069 1.1268 0.5831
H -1.6846 -0.5637 1.6379
N 2.2193 -0.2548 -0.6820
P -2.0710 -0.7567 -0.6868
H 3.4692 -0.6549 0.9565
H 3.5475 1.1380 0.3710
C -2.6006 -0.9475 1.0447
H -3.9139 0.9506 -1.0106
H -2.8828 -1.9825 1.4012
C 3.5147 0.0436 0.0549
H -2.5458 1.5596 -0.1170
H 2.2772 0.3524 -1.4753
H 0.8830 -0.6283 1.0394
C 0.9385 0.1131 0.1620
H -3.4482 -0.2749 1.2246
C -2.7542 0.8958 -1.0390
```

=====

[6]
A structure of composition C28H26OP2PtS2, computed with ωB97M-V with the def2-TZVPD basis set.

HOMO ... -14.78 eV
Net charge ... +2

Structure (XYZ):
```
60
C28H26OP2PtS2, DFT ωB97M-V with the def2-TZVPD basis set
H 1.6504 -4.2328 -2.0369
C -1.4313 0.6825 2.8204
H 2.4906 -0.8772 2.9134
H 1.0538 2.0481 -4.0983
C 2.1170 0.6271 -1.2234
C 1.2333 1.0356 -2.2194
C 1.6404 2.1502 1.5836
C -0.0978 -0.8061 0.1738
Pt -0.1269 -2.7036 0.2360
H -2.4823 3.9964 -2.1820
H -1.2731 1.3468 4.8483
C 1.7288 1.7215 -3.3189
H 0.9582 -7.4691 -1.4553
C -2.2659 0.6026 1.7065
H 0.9282 -5.6128 -2.8945
C -3.2096 1.7612 4.0211
H 3.4706 2.5115 -4.2801
H -4.2212 1.0046 0.8777
C 0.5059 -5.4811 -0.7844
C -2.6603 0.9000 -3.5647
H 4.1637 0.5593 -0.5364
P 1.5894 -0.2486 0.2406
H -2.0556 2.6472 -0.1570
C -2.6743 2.2865 -3.4681
C 3.0869 1.9837 -3.4175
H 1.0436 -7.2183 0.3174
C -4.0419 1.6646 2.9120
H -2.4130 -0.9488 -2.4977
O 0.2710 -4.7714 0.2091
C -2.4174 0.1320 -2.4381
H 2.8715 0.5574 4.8938
C 1.8401 2.9384 2.7007
C 0.7659 -4.8701 -2.1201
H 0.1743 0.8215 -2.1465
C 0.5256 -6.9527 -0.6049
H 1.3230 2.5947 0.6471
H -0.5101 -7.2831 -0.4746
C -3.5759 1.0863 1.7444
H -3.5826 2.2117 4.9310
H -0.4264 0.2814 2.7914
C 3.9636 1.5666 -2.4211
C -2.2152 2.1637 -1.1128
C -2.4557 2.9173 -2.2478
C 1.8807 0.7746 1.6703
C 2.3100 0.1884 2.8621
P -1.7741 -0.2200 0.2046
H -2.8434 0.4178 -4.5150
C 2.2739 2.3600 3.8905
C 3.4848 0.8871 -1.3157
H 5.0220 1.7707 -2.5067
H -0.0792 -4.2355 -2.4007
H 1.6729 4.0054 2.6457
C 2.5172 0.9946 3.9705
H -5.0555 2.0382 2.9568
S -2.5122 -2.1164 0.1030
S 2.3905 -2.0956 0.3914
H -2.8611 2.8813 -4.3524
H 2.4274 2.9826 4.7619
C -2.2026 0.7681 -1.2119
C -1.9106 1.2741 3.9778
```

=====

| no. | energy (hartree) |
| --- | --- |
| 1 | -5849.73209 |
| 2 | -1023.78090 |
| 3 | -7316.00215 |
| 4 | -2571.54712 |
| 5 | -555.90492 |
| 6 | -2755.68827 |